Computed, not measured: a molecular structure, C27H28Cl2N3O6RuS3, with ωB97M-V/def2-TZVPD.

Values from the calculation:
HOMO (alpha / beta)	-1.75 / -1.62	eV
energy relative to the best compared isomer or geometry (same formula, charge and spin)	0.1601	eV
⟨S²⟩	0.76
F_max	1.33	eV/A

Geometry as ORCA input:
```
! RIJCOSX wB97M-V def2-TZVPD def2/J DEFGRID3
* xyz -2 2
Ru -0.14 0.63 -0.18
C -0.23 -0.47 -3.29
N 0.60 0.59 -2.70
C 2.03 0.29 -2.95
C 2.67 -0.74 -2.03
N 2.75 -0.23 -0.68
C 3.75 0.82 -0.53
C 2.87 -1.16 0.38
C 3.58 -2.35 0.26
C 3.78 -3.17 1.37
C 3.26 -2.80 2.59
C 2.49 -1.64 2.70
C 2.26 -0.82 1.60
S 1.18 0.57 1.75
C 0.29 1.92 -3.17
C -0.15 2.17 -4.46
C -0.39 3.47 -4.88
C -0.17 4.52 -4.01
C 0.24 4.27 -2.71
C 0.45 2.97 -2.26
S 0.84 2.68 -0.55
H 0.08 -0.70 -4.32
H -1.27 -0.17 -3.27
H -0.10 -1.37 -2.69
H 2.58 1.23 -2.91
H 2.11 -0.09 -3.99
H 3.68 -0.97 -2.44
H 2.09 -1.65 -2.02
H 4.75 0.45 -0.82
H 3.77 1.14 0.52
H 3.49 1.69 -1.12
H 3.99 -2.63 -0.70
H 4.33 -4.10 1.26
H 3.42 -3.42 3.47
H 2.04 -1.37 3.65
H -0.34 1.34 -5.13
H -0.76 3.65 -5.89
H -0.35 5.54 -4.33
H 0.36 5.08 -2.00
C -1.14 -2.24 6.67
C -1.49 -1.63 5.34
C -0.85 -2.03 4.18
C -1.16 -1.47 2.95
C -2.16 -0.50 2.87
C -2.81 -0.09 4.03
C -2.47 -0.65 5.25
S -2.56 0.33 1.34
O -4.00 0.41 1.38
O -1.84 1.60 1.36
N -1.92 -0.40 0.12
C -2.04 -1.82 -0.12
C -0.64 -2.36 -0.30
O -0.44 -3.57 -0.38
O 0.27 -1.45 -0.39
H -0.09 -2.53 6.70
H -1.73 -3.14 6.87
H -1.32 -1.54 7.49
H -0.07 -2.79 4.22
H -0.62 -1.77 2.07
H -3.59 0.66 3.95
H -2.98 -0.31 6.15
H -2.58 -2.00 -1.06
H -2.56 -2.36 0.67
Cl -3.47 4.11 -1.05
C -4.00 2.72 -2.01
Cl -4.65 3.31 -3.59
C -2.91 1.61 -2.22
O -3.24 0.73 -3.02
O -1.91 1.73 -1.50
H -4.84 2.27 -1.49
*
```